(1)
4 unconnected molecules or ions with the total composition C35H48Cl2N3O16P4S. Source: the Open Molecules 2025 dataset; level of theory: ωB97M-V/def2-TZVPD.

Properties
Charge = +1
Strongest force on any atom = 9.267 eV/A
Highest occupied orbital energy = -11.06 eV
Frontier orbital gap = 7.23 eV
Lowest unoccupied orbital energy = -3.8 eV

CARTESIAN COORDINATES (ANGSTROEM)
C1 1.56786 3.89871 2.48531
C2 0.14542 4.25684 1.74681
O1 -1.02320 3.53228 2.27652
C3 -1.08906 2.14517 1.75424
C4 -2.10870 2.00753 0.43393
O2 -2.88111 0.79814 0.60428
C5 -3.78261 0.44429 -0.49224
C6 -3.84018 1.44169 -1.76765
C7 -4.59911 2.88006 -1.59637
C8 -3.59456 4.19816 -1.82317
C9 -4.03819 5.44589 -0.80154
O3 -3.01339 5.76070 0.20648
C10 -3.72983 6.57692 1.24151
O4 -3.32772 6.62213 2.52558
C11 -3.06002 -0.96120 -1.07588
P1 -1.25499 -0.71484 -1.61960
O5 -0.60008 -2.05773 -2.51150
Cl1 0.00218 -0.69173 0.14863
N1 -4.01116 -1.59055 -1.98955
C12 -3.67465 -1.90287 -3.37285
O6 -3.24146 -0.76401 -4.24683
N2 -2.56317 -1.40896 -5.24818
O7 -1.56111 -0.75892 -5.49855
C13 -5.34094 -1.97601 -1.46023
C14 -5.11141 -3.38105 -0.58115
O8 -3.87704 -4.10558 -1.03384
C15 -3.99159 -5.41827 -0.31614
C16 -2.53439 -5.87771 0.33892
C17 -6.04499 -0.76943 -0.61084
P2 -7.41068 -1.68307 0.43628
S1 -8.56050 -2.84351 -0.60860
P3 -7.13182 0.41938 -1.71780
O9 -8.44838 1.08195 -0.72571
Cl2 -8.09915 -0.58737 -3.29297
N3 -5.14421 0.13683 0.16830
P4 -4.98987 -0.21034 1.93645
O10 -4.07202 -1.45264 2.27093
H1 2.41272 3.98508 1.64988
H2 1.84689 4.60823 3.38314
H3 1.58244 2.76142 2.82827
H4 -0.05262 5.41693 1.94665
H5 0.23973 4.11006 0.58484
H6 -0.00887 1.87905 1.38024
H7 -1.43156 1.38165 2.59616
H8 -2.84807 2.93651 0.55959
H9 -1.42967 2.07912 -0.51528
H10 -2.77630 1.66155 -2.23796
H11 -4.44230 0.90131 -2.64791
H12 -5.09943 3.05901 -0.54559
H13 -5.47045 3.02640 -2.39444
H14 -3.73253 4.62629 -2.90650
H15 -2.46385 3.91988 -1.57036
H16 -4.25217 6.44592 -1.40488
H17 -5.03477 5.21255 -0.21380
H18 -4.67352 7.23504 0.97125
H19 -2.99265 -1.64032 -0.09322
H20 0.05891 -2.58629 -1.96321
H21 -2.90965 -2.81848 -3.42770
H22 -4.64700 -2.32162 -3.92773
H23 -6.10196 -2.31779 -2.31458
H24 -4.96060 -3.19385 0.56050
H25 -5.99189 -4.16043 -0.75306
H26 -4.38580 -6.27816 -1.02744
H27 -4.74732 -5.36306 0.59126
H28 -1.91369 -4.89605 0.50922
H29 -1.95620 -6.60300 -0.37683
H30 -2.76597 -6.41639 1.35631
H31 -8.26893 -0.73160 1.14282
H32 -6.81356 -2.50296 1.49437
H33 -9.34107 0.73794 -1.08451
H34 -5.63828 1.08146 0.19259
H35 -6.29264 -0.29501 2.61449
H36 -4.38289 0.91468 2.67280
C18 5.31407 1.00193 1.74651
C19 6.60600 1.03381 2.08745
C20 7.44639 2.21191 1.79584
O11 8.62944 2.24116 2.10574
C21 6.80378 3.35338 1.11474
C22 5.51186 3.32150 0.77380
C23 4.67147 2.14340 1.06541
O12 3.48841 2.11415 0.75550
H37 4.68378 0.14543 1.95238
H38 7.09183 0.20490 2.58815
H39 7.43407 4.20989 0.90887
H40 5.02603 4.15041 0.27310
C24 13.41020 -1.05744 0.38541
C25 12.68624 -1.20808 1.49875
C26 11.58188 -0.28449 1.82523
O13 10.92002 -0.42043 2.84502
C27 11.30766 0.81040 0.87348
C28 12.03162 0.96104 -0.23985
C29 13.13598 0.03745 -0.56633
O14 13.79784 0.17340 -1.58612
H41 14.22406 -1.72552 0.13136
H42 12.87447 -2.00653 2.20647
H43 10.49380 1.47849 1.12753
H44 11.84339 1.75949 -0.94757
C30 3.39161 -3.06812 0.45185
C31 2.19185 -3.30154 -0.08892
C32 1.77107 -4.66721 -0.45920
O15 0.67392 -4.88152 -0.95605
C33 2.72625 -5.76448 -0.20739
C34 3.92600 -5.53106 0.33338
C35 4.34679 -4.16540 0.70366
O16 5.44393 -3.95109 1.20051
H45 3.71615 -2.07244 0.72853
H46 1.47972 -2.50752 -0.27919
H47 2.40171 -6.76016 -0.48408
H48 4.63814 -6.32509 0.52365

---

(2)
10 unconnected molecules or ions with the total composition C35H50ClN4O13. Source: the Open Molecules 2025 dataset; level of theory: ωB97M-V/def2-TZVPD.

Properties
Charge = -1
Strongest force on any atom = 4.208 eV/A
Energy relative to the best compared isomer or geometry (same formula, charge and spin) = 0.000 eV
Highest occupied orbital energy = -6.32 eV
Frontier orbital gap = 8.36 eV
Lowest unoccupied orbital energy = 2.0 eV

CARTESIAN COORDINATES (ANGSTROEM)
Cl1 1.48514 -0.37379 -0.99386
O1 1.21676 0.58608 0.05738
O2 2.78845 -0.92140 -0.73038
O3 0.55733 -1.48859 -0.88681
O4 1.47290 0.15155 -2.34754
O5 4.50662 6.32835 -2.27828
C1 4.86589 5.85532 -1.18789
O6 6.12989 5.95618 -0.73321
C2 6.18570 5.33845 0.58116
C3 4.89334 4.50923 0.70370
C4 3.91523 5.24740 -0.14796
H1 6.25343 6.06830 1.38790
H2 7.05155 4.68287 0.48825
H3 4.62802 4.47143 1.76025
H4 4.93955 3.46760 0.38595
H5 3.31944 6.05093 0.28501
H6 3.31624 4.44676 -0.58186
O7 -1.65178 1.03595 5.58536
C5 -1.17052 -0.05232 5.27750
O8 -0.14912 -0.60691 5.91080
C6 0.28282 -1.82191 5.24370
C7 -0.88086 -2.19057 4.27407
C8 -1.47898 -0.77203 3.99781
H7 0.54306 -2.56711 5.99540
H8 1.17253 -1.62605 4.64523
H9 -1.67281 -2.83749 4.65144
H10 -0.50859 -2.64412 3.35548
H11 -2.54029 -0.82055 3.75418
H12 -0.97244 -0.21461 3.20990
O9 -0.24146 6.90121 -2.24882
C9 -0.08151 6.39219 -3.37609
O10 0.25279 7.10964 -4.47037
C10 0.20025 6.23495 -5.63520
C11 0.55907 4.89893 -5.18227
C12 -0.14138 4.89860 -3.77893
H13 1.01090 6.55482 -6.28990
H14 -0.75357 6.33276 -6.15362
H15 1.60589 4.68838 -4.96333
H16 0.21206 4.06329 -5.79005
H17 0.43474 4.38605 -3.00854
H18 -1.16908 4.53552 -3.78860
O11 -2.11679 6.03021 5.81984
C13 -1.24120 5.78278 5.04769
O12 0.03051 5.90939 5.40118
C14 0.96084 5.76824 4.29324
C15 0.12097 5.05554 3.24361
C16 -1.33568 5.46681 3.56310
H19 1.83913 5.19972 4.59901
H20 1.28576 6.78159 4.05738
H21 0.45772 4.01916 3.21902
H22 0.13550 5.48543 2.24206
H23 -1.97202 4.61304 3.33021
H24 -1.57990 6.33556 2.95177
N1 3.07935 -6.94725 -3.97034
C17 2.24447 -7.98770 -3.51269
C18 1.54249 -7.57088 -2.37920
C19 1.77823 -6.19699 -2.29934
C20 2.78375 -5.80777 -3.25172
H25 3.77838 -6.99025 -4.69808
H26 2.30379 -8.97018 -3.95722
H27 0.80964 -8.09026 -1.77954
H28 1.33651 -5.60612 -1.51058
H29 3.27404 -4.84588 -3.27969
N2 -3.29480 1.38511 -0.28783
C21 -3.66903 2.66350 0.10088
C22 -5.06059 2.63676 0.18326
C23 -5.54496 1.35558 0.04495
C24 -4.41503 0.58088 -0.29956
H30 -2.38106 1.07432 -0.58542
H31 -2.96115 3.47592 0.17337
H32 -5.70341 3.50365 0.22428
H33 -6.57317 1.02871 0.09342
H34 -4.33565 -0.46500 -0.55695
N3 -1.57729 -3.40951 -4.82907
C25 -2.20473 -2.25211 -5.30168
C26 -2.97016 -2.60876 -6.42228
C27 -2.84230 -4.03989 -6.61642
C28 -2.08440 -4.43858 -5.53142
H35 -0.99549 -3.42617 -4.00364
H36 -2.06650 -1.29782 -4.81525
H37 -3.50413 -1.90539 -7.04401
H38 -3.16537 -4.68983 -7.41617
H39 -1.75168 -5.42291 -5.23685
N4 3.22152 -4.23002 2.49023
C29 3.92241 -3.79589 3.52697
C30 3.71563 -4.65326 4.61243
C31 2.90675 -5.66578 4.17577
C32 2.55394 -5.41545 2.88605
H40 3.14706 -3.74209 1.60905
H41 4.51635 -2.90086 3.41484
H42 4.29729 -4.54276 5.51568
H43 2.54562 -6.43743 4.83950
H44 1.91006 -5.82035 2.11932
C33 -5.56137 -4.07909 1.39888
C34 -4.49706 -5.11631 1.24187
O13 -4.41302 -6.05910 2.00999
C35 -3.50968 -4.89169 0.13387
H45 -6.25905 -4.47461 2.13706
H46 -6.10588 -3.98373 0.45946
H47 -5.15995 -3.10570 1.68082
H48 -3.16566 -3.86450 0.25483
H49 -4.13880 -5.01871 -0.74713
H50 -2.72790 -5.64065 0.26024

---

Which of these has the highest charge? C35H48Cl2N3O16P4S